1.
Molecular formula: C4H13NO2
Method: DFT, ωB97M-V with the def2-TZVPD basis set

The geometry in ORCA input format:
```
! RIJCOSX wB97M-V def2-TZVPD def2/J DEFGRID3
* xyz 0 1
C 0.48 -1.40 2.44
C 0.95 -0.35 1.77
C 0.00 0.50 0.98
N 0.49 0.61 -0.41
C 1.31 1.77 -0.72
H 1.05 -2.26 2.76
H -0.59 -1.52 2.58
H 1.94 0.01 2.08
H -0.21 1.53 1.29
H -0.95 -0.02 0.94
H 1.00 -0.24 -0.63
H 0.80 2.68 -0.41
H 1.64 1.77 -1.75
H 2.27 1.73 -0.17
O -2.70 -1.35 -0.43
H -3.00 -2.26 -0.48
H -2.16 -1.22 -1.22
O -0.98 -0.32 -2.86
H -0.73 0.16 -3.65
H -0.61 0.17 -2.10
*
```

Values from the calculation:
ΔE to the lowest compared entry with this formula, charge and spin: 37.3 kcal per mole
orbital gap: 0.3638 hartree
LUMO: 0.91 eV
SMILES: C=CCNC.O.O
E_HOMO: -0.3303 Eh

=====

2.
Molecular formula: C19H29N3O
Method: DFT, ωB97M-V with the def2-TZVPD basis set

The geometry in ORCA input format:
```
! RIJCOSX wB97M-V def2-TZVPD def2/J DEFGRID3
* xyz 0 1
C -6.27 -0.40 1.65
C -4.89 -1.05 1.59
C -4.81 -2.19 0.58
C -4.99 -1.78 -0.88
C -3.91 -0.81 -1.36
C -4.26 0.63 -1.07
O -5.38 1.10 -1.16
N -3.22 1.44 -0.71
N -1.96 0.99 -0.56
C -1.00 1.76 -0.22
C -1.13 3.24 0.02
C 0.31 1.13 -0.07
C 0.57 -0.10 -0.69
C 1.79 -0.72 -0.57
C 2.83 -0.16 0.20
N 4.02 -0.83 0.36
C 4.63 -1.55 -0.75
C 5.57 -0.63 -1.53
C 6.65 -0.07 -0.61
C 6.00 0.63 0.58
C 5.04 -0.35 1.27
C 2.55 1.06 0.83
C 1.33 1.68 0.70
H -7.04 -1.16 1.81
H -6.32 0.31 2.47
H -6.49 0.13 0.72
H -4.65 -1.45 2.58
H -4.15 -0.29 1.35
H -3.83 -2.67 0.69
H -5.57 -2.94 0.83
H -5.96 -1.30 -1.02
H -4.96 -2.68 -1.50
H -2.94 -1.04 -0.92
H -3.81 -0.88 -2.45
H -3.46 2.41 -0.52
H -1.81 3.69 -0.71
H -0.17 3.74 -0.07
H -1.53 3.43 1.02
H -0.21 -0.55 -1.28
H 1.93 -1.68 -1.05
H 3.86 -1.94 -1.41
H 5.19 -2.39 -0.33
H 4.99 0.19 -1.96
H 6.03 -1.19 -2.35
H 7.28 -0.89 -0.25
H 7.29 0.63 -1.16
H 5.45 1.50 0.24
H 6.76 0.96 1.29
H 4.57 0.10 2.14
H 5.60 -1.22 1.61
H 3.30 1.54 1.44
H 1.17 2.61 1.23
*
```

Values from the calculation:
ΔE to the lowest compared entry with this formula, charge and spin: 31.2 kcal per mole
orbital gap: 0.2989 hartree
LUMO: 0.74 eV
SMILES: CCCCCC(=O)N/N=C(\C)c1ccc(N2CCCCC2)cc1
E_HOMO: -0.2719 Eh

=====

3.
Molecular formula: C21H28BINO23S6
Method: DFT, ωB97M-V with the def2-TZVPD basis set

The geometry in ORCA input format:
```
! RIJCOSX wB97M-V def2-TZVPD def2/J DEFGRID3
* xyz 1 1
C -7.35 -3.82 -0.46
C -6.54 -2.94 -0.49
C -5.67 -1.83 -0.21
C -6.12 -0.54 -0.31
C -5.25 0.53 -0.02
C -5.72 1.84 -0.14
N -4.94 2.87 0.14
C -3.66 2.70 0.56
C -3.11 1.46 0.72
O -1.83 1.43 1.17
B -1.71 1.45 2.58
O -0.56 1.04 3.14
O -2.71 1.93 3.41
C -3.91 0.31 0.41
C -3.42 -1.04 0.52
S -1.77 -1.45 1.02
C -4.31 -2.06 0.19
I -3.70 -4.07 0.26
H -8.08 -4.59 -0.33
H -7.14 -0.34 -0.62
H -6.74 1.99 -0.46
H -5.30 3.81 0.04
H -3.09 3.60 0.78
H 0.00 0.60 2.49
H -3.44 1.30 3.50
H -2.04 -2.40 1.93
C 3.70 4.40 2.29
C 4.01 3.60 1.05
O 2.90 2.69 0.92
S 1.58 3.39 1.48
O 0.85 3.92 0.39
O 0.98 2.51 2.44
O 2.28 4.60 2.25
H 3.95 3.84 3.20
H 4.22 5.36 2.31
H 4.95 3.06 1.12
H 4.03 4.24 0.16
C 4.84 3.35 -3.84
C 5.18 4.82 -3.75
O 5.77 4.96 -2.44
S 6.56 3.62 -2.06
O 7.93 3.79 -2.35
O 6.10 3.18 -0.79
O 5.92 2.68 -3.19
H 3.92 3.12 -3.30
H 4.75 3.00 -4.87
H 4.31 5.46 -3.85
H 5.93 5.10 -4.49
C 4.67 -0.10 -0.85
C 5.09 -1.17 0.13
O 4.11 -2.21 -0.02
S 3.61 -2.25 -1.55
O 4.31 -3.26 -2.24
O 2.19 -2.19 -1.55
O 4.19 -0.82 -2.00
H 3.84 0.49 -0.46
H 5.49 0.55 -1.13
H 5.11 -0.81 1.16
H 6.07 -1.59 -0.13
C -7.80 -6.36 -5.33
C -7.41 -4.91 -5.20
O -7.03 -4.77 -3.82
S -6.37 -6.14 -3.30
O -4.96 -6.03 -3.38
O -7.03 -6.53 -2.11
O -6.86 -7.07 -4.51
H -8.80 -6.54 -4.94
H -7.74 -6.71 -6.36
H -8.22 -4.23 -5.44
H -6.54 -4.67 -5.81
C 3.23 -0.37 4.39
C 3.28 -0.37 5.90
O 4.12 -1.49 6.22
S 5.23 -1.68 5.08
O 6.43 -1.05 5.50
O 5.19 -3.02 4.63
O 4.54 -0.73 3.97
H 2.53 -1.12 4.01
H 2.95 0.61 3.99
H 2.30 -0.49 6.36
H 3.76 0.53 6.28
*
```

Values from the calculation:
orbital gap: 0.2636 hartree
LUMO: -4.24 eV
E_HOMO: -0.4195 Eh

=====

4.
Molecular formula: C37H44N6O8PmTe
Method: DFT, ωB97M-V with the def2-TZVPD basis set

The geometry in ORCA input format:
```
! RIJCOSX wB97M-V def2-TZVPD def2/J DEFGRID3
* xyz 0 6
Pm 1.10 -1.93 -0.42
O 0.88 -2.77 2.18
C -0.14 -3.72 2.49
C -0.14 -4.92 1.53
N 0.10 -4.50 0.14
C -1.01 -4.81 -0.77
C -1.04 -3.87 -2.01
O -1.69 -4.23 -2.97
O -0.40 -2.77 -1.86
C 1.34 -5.10 -0.37
C 2.49 -4.55 0.51
O 2.90 -5.23 1.45
O 2.82 -3.35 0.22
H 1.74 -3.18 2.32
H -1.07 -3.17 2.44
H -0.02 -4.08 3.51
H -1.10 -5.43 1.63
H 0.64 -5.61 1.85
H -1.96 -4.65 -0.25
H -0.98 -5.85 -1.11
H 1.49 -4.77 -1.41
H 1.30 -6.20 -0.34
N -4.80 -3.94 0.16
C -5.02 -2.64 0.48
O -6.00 -2.26 1.09
C -3.93 -1.71 0.01
C -4.23 -0.62 -0.78
C -3.18 0.16 -1.24
C -1.89 -0.17 -0.86
N -1.59 -1.18 -0.03
C -2.61 -1.93 0.38
H -5.53 -4.61 0.34
H -4.14 -4.17 -0.58
H -5.26 -0.40 -1.05
H -3.35 1.01 -1.88
H -1.05 0.40 -1.23
H -2.38 -2.76 1.04
C -5.12 6.09 0.19
C -3.87 5.26 0.16
C -2.78 5.62 -0.62
C -1.62 4.86 -0.67
C -0.49 5.30 -1.56
C -1.52 3.72 0.15
Te 0.34 2.56 -0.13
N 1.11 0.44 -0.63
C 2.41 0.43 -0.53
O 3.00 -0.60 -0.05
C 3.28 1.58 -0.97
C 3.02 2.27 -2.15
C 3.85 3.31 -2.55
C 4.94 3.67 -1.76
C 5.21 2.97 -0.59
C 4.39 1.92 -0.21
C 0.61 2.00 1.90
C 0.43 0.68 2.27
C 0.64 0.27 3.58
C 1.04 1.21 4.52
C 1.23 2.53 4.15
C 1.02 2.95 2.84
C 1.23 4.39 2.46
C -2.62 3.31 0.91
C -2.62 2.06 1.76
C -3.78 4.09 0.91
H -4.97 7.05 -0.30
H -5.45 6.27 1.21
H -5.94 5.57 -0.33
H -2.84 6.53 -1.21
H -0.77 6.18 -2.14
H -0.23 4.50 -2.27
H 0.40 5.52 -0.98
H 2.19 1.97 -2.78
H 3.65 3.83 -3.47
H 5.58 4.49 -2.06
H 6.06 3.24 0.02
H 4.60 1.35 0.69
H 0.10 -0.05 1.53
H 0.48 -0.76 3.85
H 1.21 0.91 5.55
H 1.55 3.25 4.89
H 1.57 4.97 3.32
H 0.29 4.84 2.10
H 1.97 4.48 1.66
H -2.20 1.22 1.21
H -3.63 1.80 2.06
H -2.02 2.21 2.66
H -4.63 3.77 1.50
C 2.61 -4.29 -4.26
N 3.65 -3.66 -3.47
C 3.40 -2.65 -2.61
N 4.46 -2.13 -1.95
O 2.25 -2.18 -2.47
H 2.72 -4.07 -5.32
H 1.65 -3.91 -3.92
H 2.63 -5.37 -4.12
H 4.60 -3.95 -3.60
H 5.28 -2.70 -1.84
H 4.21 -1.54 -1.15
*
```

Values from the calculation:
orbital gap (alpha / beta): 0.2777 / 0.2607 hartree
LUMO (alpha / beta): 0.35 / -1.14 eV
E_HOMO (alpha / beta): -0.2647 / -0.3025 Eh
<S²>: 8.763